Here is C4H8O2 as an isolated structure from the OMol25 dataset. Energies are from ωB97M-V with the def2-TZVPD basis set.

```
14
Properties=species:S:1:pos:R:3:mulliken_charge:R:1
C -1.37 1.30 0.23 -0.70
O -0.15 1.00 -0.42 -0.34
C 0.72 0.26 0.35 0.07
C 0.44 -1.20 0.50 -0.84
C 1.44 -1.17 -0.64 -0.23
O 0.87 -1.08 -1.87 -0.34
H -1.20 1.88 1.15 0.31
H -1.93 0.39 0.49 0.30
H -1.96 1.90 -0.46 0.23
H 1.19 0.79 1.19 0.57
H -0.58 -1.50 0.23 0.25
H 0.77 -1.68 1.41 0.25
H 1.85 0.02 -0.33 0.15
H -0.08 -0.89 -1.83 0.30
```

Output
ΔE to the lowest compared entry with this formula, charge and spin   117.1 kcal per mole
Total charge   0

Here is C4H8O2 as an isolated structure from the OMol25 dataset. Energies are from ωB97M-V with the def2-TZVPD basis set.

```
14
Properties=species:S:1:pos:R:3:mulliken_charge:R:1
C -0.88 -0.90 0.23 -0.46
C -1.34 0.43 0.03 -0.33
O -0.37 1.34 -0.42 -0.33
C 0.85 1.14 0.25 -0.46
C 1.35 -0.28 0.04 -0.35
O 0.37 -1.25 0.45 -0.25
H -1.60 -1.64 0.56 0.43
H -0.92 -1.43 -1.46 0.17
H -1.43 -0.48 -1.04 -0.07
H -2.15 0.82 0.65 0.36
H 0.75 1.36 1.32 0.33
H 1.58 1.84 -0.19 0.31
H 2.25 -0.49 0.62 0.30
H 1.54 -0.47 -1.03 0.35
```

Output
ΔE to the lowest compared entry with this formula, charge and spin   152.2 kcal per mole
Total charge   0

Here is one molecule with the formula C4H8O2 at a distorted geometry from the OMol25 dataset. Energies are from ωB97M-V with the def2-TZVPD basis set.

```
14
Properties=species:S:1:pos:R:3:mulliken_charge:R:1
C 0.86 -0.90 -0.47 -1.44
C -0.20 0.34 -0.10 1.17
C -1.58 -0.25 0.17 -1.38
O -0.29 1.37 -1.02 -0.61
C 0.79 0.71 0.92 -0.10
O 1.62 1.56 0.63 -0.61
H 0.46 -1.84 -0.09 0.34
H 1.93 -0.87 -0.14 0.41
H 0.88 -0.84 -1.55 0.39
H -1.92 -0.75 -0.75 0.33
H -2.34 0.49 0.43 0.35
H -1.54 -1.00 0.96 0.34
H 0.49 1.92 -0.78 0.39
H 0.86 0.06 1.80 0.43
```

Output
ΔE to the lowest compared entry with this formula, charge and spin   41.2 kcal per mole
Total charge   0

Here is a 2-piece molecular cluster, C4H8O2 overall from the OMol25 dataset. Energies are from ωB97M-V with the def2-TZVPD basis set.

```
14
Properties=species:S:1:pos:R:3:mulliken_charge:R:1
O 1.00 1.26 1.23 -0.42
C 0.30 0.63 0.55 0.70
C -0.60 -0.09 -0.10 -0.52
C -1.98 0.03 0.45 -0.60
O -2.76 0.91 -0.31 -0.51
H -0.42 -0.59 -1.04 0.32
H -1.91 0.34 1.51 0.30
H -2.46 -0.94 0.42 0.28
H -2.29 1.75 -0.34 0.36
C 2.24 -0.66 -0.48 -1.10
H 2.93 -0.71 0.35 0.33
H 2.37 -1.42 -1.24 0.34
H 2.31 0.34 -0.93 0.30
H 1.26 -0.87 -0.07 0.22
```

Output
ΔE to the lowest compared entry with this formula, charge and spin   60.4 kcal per mole
Total charge   0

Here is one molecule with the formula C4H8O2 from the OMol25 dataset. Energies are from ωB97M-V with the def2-TZVPD basis set.

```
14
Properties=species:S:1:pos:R:3:mulliken_charge:R:1
C 0.94 0.94 0.74 -0.94
C 0.73 -0.57 0.92 -0.34
C -0.51 -1.12 0.24 -0.59
O -0.40 -1.01 -1.20 -0.29
C -1.12 -0.07 -1.81 0.16
O -1.86 0.72 -1.28 -0.49
H 1.02 1.45 1.71 0.30
H 1.85 1.16 0.19 0.25
H 0.10 1.41 0.21 0.27
H 0.64 -0.83 1.98 0.31
H 1.60 -1.12 0.54 0.29
H -0.62 -2.19 0.43 0.31
H -1.42 -0.60 0.56 0.40
H -0.95 -0.14 -2.89 0.36
```

Output
ΔE to the lowest compared entry with this formula, charge and spin   15.7 kcal per mole
Total charge   0

Here is C4H8O2 as an isolated structure at a distorted geometry from the OMol25 dataset. Energies are from ωB97M-V with the def2-TZVPD basis set.

```
14
Properties=species:S:1:pos:R:3:mulliken_charge:R:1
C 1.72 0.23 0.09 -0.62
C 0.83 0.09 -1.04 0.53
O 0.65 1.44 -0.82 -0.64
C -0.44 -0.72 -0.82 -0.81
C -1.35 -0.21 0.31 -0.40
O -1.85 1.08 0.08 -0.54
H 1.66 -0.49 0.93 0.24
H 1.39 -0.23 -1.91 0.38
H 2.58 0.87 0.07 0.29
H -1.00 -0.69 -1.77 0.30
H -0.13 -1.75 -0.63 0.34
H -0.81 -0.28 1.27 0.24
H -2.21 -0.88 0.38 0.32
H -1.08 1.59 -0.25 0.38
```

Output
ΔE to the lowest compared entry with this formula, charge and spin   93.5 kcal per mole
Total charge   0

Here is one molecule with the formula C4H8O2 at a distorted geometry from the OMol25 dataset. Energies are from ωB97M-V with the def2-TZVPD basis set.

```
14
Properties=species:S:1:pos:R:3:mulliken_charge:R:1
C 0.84 1.46 -0.07 -0.61
O 1.39 0.18 -0.13 -0.37
C 0.63 -0.92 0.29 -0.04
C -0.72 -0.72 0.91 -0.58
C -0.62 -1.11 -0.54 -0.05
O -0.82 -0.19 -1.56 -0.54
H 0.46 1.67 0.92 0.34
H -0.21 1.82 -0.73 0.15
H 1.64 2.11 -0.43 0.28
H 1.28 -1.74 0.62 0.35
H -1.06 0.28 1.16 0.21
H -1.04 -1.48 1.61 0.26
H -0.91 -2.13 -0.79 0.34
H -0.87 0.78 -1.25 0.26
```

Output
ΔE to the lowest compared entry with this formula, charge and spin   86.0 kcal per mole
Total charge   0

Here is C4H8O2Rh as an isolated structure at a distorted geometry from the OMol25 dataset. Energies are from ωB97M-V with the def2-TZVPD basis set.

```
15
Properties=species:S:1:pos:R:3:mulliken_charge:R:1
C -0.61 0.61 -1.55 -0.57
C -0.07 -0.60 -0.87 -0.25
C 0.49 -0.50 0.42 0.09
C 0.21 -1.47 1.39 -0.12
O 0.71 -1.46 2.55 -0.62
Rh 0.93 -2.40 3.99 1.68
H -1.03 0.41 -2.54 0.44
H -1.51 0.95 -1.02 0.38
H 0.59 0.25 -1.98 0.40
H -0.65 -1.51 -1.07 0.43
H 1.21 0.29 0.65 0.41
H -0.44 -2.31 1.11 0.37
H 0.62 2.15 0.02 0.38
O 0.14 2.54 -0.73 -0.45
H -0.59 3.06 -0.37 0.42
```

Output
Multiplicity   5
ΔE to the lowest compared entry with this formula, charge and spin   35.7 kcal per mole
Total charge   +3
Expectation value of S²   6.043

Here is one molecule with the formula C4H8O2S at a distorted geometry from the OMol25 dataset. Energies are from ωB97M-V with the def2-TZVPD basis set.

```
15
Properties=species:S:1:pos:R:3:mulliken_charge:R:1
C -1.09 1.28 1.31 -0.69
O -0.51 1.05 0.10 -0.33
C 0.23 -0.20 -0.21 0.86
C 0.64 -0.05 -1.68 -1.25
S 1.72 -0.61 1.07 -0.24
C -0.47 -1.44 0.13 -0.28
O -1.46 -1.56 0.79 -0.48
H -1.61 0.38 1.70 0.30
H -1.97 1.97 1.03 0.23
H -0.44 1.62 2.04 0.32
H -0.05 -0.68 -2.31 0.32
H 0.82 1.03 -2.01 0.30
H 1.54 -0.66 -1.91 0.40
H 2.70 0.10 0.45 0.16
H -0.06 -2.23 -0.50 0.38
```

Output
ΔE to the lowest compared entry with this formula, charge and spin   62.1 kcal per mole
Total charge   0

Here is one molecule with the formula C4H8O2S2 at a distorted geometry from the OMol25 dataset. Energies are from ωB97M-V with the def2-TZVPD basis set.

```
16
Properties=species:S:1:pos:R:3:mulliken_charge:R:1
C -1.03 -0.03 -1.29 -0.64
C -0.20 -1.28 -1.71 -0.68
C 1.19 0.85 0.32 -0.35
C 0.89 0.65 1.74 -0.82
O 0.52 -2.10 0.66 -0.62
O 2.38 -1.99 -1.12 -0.63
S 0.16 1.42 -0.96 -0.12
S 1.16 -1.46 -0.49 0.97
H -1.67 0.28 -2.15 0.35
H -1.47 -0.35 -0.39 0.41
H -0.76 -2.08 -1.45 0.46
H 0.31 -1.04 -2.74 0.30
H 2.18 0.98 -0.01 0.50
H 1.57 1.13 2.42 0.36
H 1.03 -0.48 2.00 0.23
H -0.10 1.02 1.97 0.27
```

Output
ΔE to the lowest compared entry with this formula, charge and spin   79.5 kcal per mole
Total charge   0

Here is a 2-piece molecular cluster, C4H8O2S2 overall at a distorted geometry from the OMol25 dataset. Energies are from ωB97M-V with the def2-TZVPD basis set.

```
16
Properties=species:S:1:pos:R:3:mulliken_charge:R:1
C 0.82 1.55 2.73 -0.27
C -0.93 0.75 -1.68 -1.04
C 0.28 -0.83 1.39 -0.42
C -1.10 0.20 -0.23 -0.25
O 2.93 2.75 3.87 -0.48
O 0.15 -0.21 0.19 -0.20
S 1.65 2.05 1.24 -0.14
S 2.49 1.55 3.21 0.41
H 0.13 2.39 3.08 0.31
H -1.97 0.83 -2.09 0.34
H -0.29 1.69 -1.71 0.23
H -0.38 0.06 -2.29 0.31
H -0.72 -1.25 1.71 0.27
H 1.23 -1.28 1.69 0.30
H -1.93 -0.54 -0.19 0.40
H -1.63 1.06 0.41 0.24
```

Output
ΔE to the lowest compared entry with this formula, charge and spin   144.7 kcal per mole
Total charge   0

Here is one molecule with the formula C4H8O2Se at a distorted geometry from the OMol25 dataset. Energies are from ωB97M-V with the def2-TZVPD basis set.

```
15
Properties=species:S:1:pos:R:3:mulliken_charge:R:1
O 1.52 -0.97 -0.64 -0.48
C 0.26 -0.48 -0.70 0.04
C 0.10 1.05 -0.51 -0.70
C 0.38 1.36 0.98 -0.71
Se -0.02 -0.29 2.07 -0.03
C -0.72 -1.08 0.38 -0.28
O -0.65 -2.43 0.32 -0.49
H 1.48 -1.95 -0.31 0.38
H -0.26 -0.81 -1.78 0.20
H -0.92 1.28 -0.66 0.33
H 0.67 1.76 -1.16 0.33
H 1.40 1.67 1.13 0.43
H -0.39 2.08 1.29 0.34
H -1.86 -0.64 0.20 0.29
H -1.31 -2.79 0.88 0.35
```

Output
ΔE to the lowest compared entry with this formula, charge and spin   26.4 kcal per mole
Total charge   0

> ΔE to the lowest compared entry with this formula, charge and spin of number 3 (C4H8O2)?

41.2 kcal per mole

> The highest ΔE to the lowest compared entry with this formula, charge and spin belongs to which entry?

number 2

> What is the formula in the twelfth record?

C4H8O2Se